Below is 8 unconnected molecules or ions with the total composition C7H30N14O8 at a distorted geometry, with properties calculated with ωB97M-V with the def2-TZVPD basis set.

The geometry in XYZ format:
```
59
C7H30N14O8 ωB97M-V with the def2-TZVPD basis set
N -2.19720 2.10389 -2.57227
C -1.09616 1.79496 -3.16078
N -1.26784 0.65019 -3.68848
O -0.05445 2.39307 -3.20468
H -2.18929 3.03539 -2.18196
H -2.73133 1.37866 -2.11527
H -0.45460 0.24098 -4.12586
H -2.11959 0.12205 -3.81362
N 0.61475 -0.44451 0.15810
C -0.63570 -0.04049 0.38833
N -0.77504 1.14796 0.15836
O -1.58237 -0.69419 0.72611
H 0.88163 -1.36318 0.48202
H 1.26937 0.12150 -0.36267
H -1.70810 1.47188 0.36946
H 0.07618 1.67417 0.02180
N -0.30917 3.29330 3.08163
C -0.36735 4.23840 2.19237
N -1.48200 4.15232 1.44655
O 0.49571 5.08593 1.92495
H 0.48473 3.26282 3.70525
H -1.18203 2.86180 3.34999
H -1.99874 3.30628 1.63970
H -1.70434 4.70528 0.63113
N -1.54955 -1.50674 3.48645
C -2.11705 -2.66819 3.76185
N -1.88917 -3.03616 4.96751
O -2.81346 -3.26011 2.95803
H -1.68805 -1.18793 2.53814
H -1.27549 -0.84299 4.19667
H -2.58224 -3.59332 5.44640
H -1.19592 -2.61884 5.57195
N 1.60227 -1.35209 -2.96926
C 2.12547 -0.56516 -3.91874
N 3.25490 -0.00639 -3.53521
O 1.49430 -0.37280 -4.98912
H 0.66775 -1.72627 -3.05155
H 2.18698 -1.49210 -2.15771
H 3.66691 -0.51202 -2.76406
H 3.73220 0.62875 -4.15881
N 1.05271 -5.00977 0.37163
C 0.23438 -4.34197 1.10068
N 0.86830 -3.50508 1.93640
O -1.01413 -4.41890 1.01987
H 0.62931 -5.77879 -0.12781
H 2.04182 -4.85646 0.23650
H 1.86002 -3.63863 2.07339
H 0.33697 -2.77480 2.38860
N 3.05000 1.86049 -1.40961
C 2.59365 2.88317 -0.68716
N 1.53489 3.40171 -1.17445
O 3.17496 3.25438 0.28398
H 3.94601 1.50836 -1.10422
H 2.65176 1.65736 -2.31529
H 1.18283 4.25893 -0.77280
H 1.32258 3.07183 -2.10515
O -3.08639 -2.98020 0.15228
H -2.32313 -2.40556 0.21110
H -3.64346 -2.57217 -0.51061
```

Results
* SMILES: NC(N)=O.NC(N)=O.NC(N)=O.NC(N)=O.NC(N)=O.NC(N)=O.NC(N)=O.O
* frontier orbital gap: 0.31575 Eh
* ΔE to the lowest compared entry with this formula, charge and spin: 5.125 eV
* E_HOMO: -8.746 eV
* DFT total energy: -44990.2256 eV

Mulliken atomic charge list, values in e, 6 entries:
1 N -0.480
2 C 0.760
3 N -0.333
4 O -0.760
5 H 0.222
6 H 0.216